C42H40BrFN3PS4Se2Sr | ωB97M-V/def2-TZVPD

Calculated values
LUMO level (spin up / spin down) = 3.1 / 3.1 eV
Kohn-Sham gap (spin up / spin down) = 0.1326 / 0.1325 hartree
Total charge = -2
HOMO level (spin up / spin down) = -0.01989 / -0.01987 Ha
Energy above the lowest of the compared OMol25 structures with the same formula, charge and spin = 175.75 kJ/mol

```
95
C42H40BrFN3PS4Se2Sr, DFT ωB97M-V/def2-TZVPD
Sr -0.162 -0.274 0.390
Br -0.571 -0.705 -7.604
C -0.707 -1.083 -5.742
C -0.201 -0.185 -4.817
C -0.301 -0.480 -3.468
C -0.899 -1.659 -3.016
C -1.443 -2.522 -3.976
C -1.334 -2.246 -5.332
N -0.968 -1.858 -1.624
C -1.437 -2.993 -1.180
C -1.637 -3.274 0.211
C -2.182 -4.510 0.609
C -2.361 -4.778 1.941
C -1.985 -3.818 2.888
C -1.433 -2.643 2.431
N -1.266 -2.353 1.134
H 0.273 0.739 -5.125
H 0.102 0.233 -2.761
H -1.979 -3.414 -3.680
H -1.756 -2.923 -6.063
H -1.690 -3.807 -1.856
H -2.456 -5.232 -0.151
H -2.791 -5.722 2.253
H -2.111 -3.982 3.949
H -1.093 -1.889 3.134
Se 1.423 2.670 -3.007
P 2.924 1.157 -2.758
Se 2.671 -0.372 -1.260
C 3.161 0.338 -4.404
C 3.061 1.083 -5.580
C 3.184 0.474 -6.820
C 3.398 -0.897 -6.907
C 3.496 -1.645 -5.745
C 3.383 -1.031 -4.501
C 4.562 1.964 -2.512
C 5.448 1.518 -1.539
C 6.687 2.132 -1.382
C 7.053 3.190 -2.199
C 6.166 3.649 -3.168
C 4.927 3.045 -3.315
H 2.832 2.140 -5.516
H 3.085 1.068 -7.722
H 3.462 -1.379 -7.875
H 3.640 -2.718 -5.800
H 3.431 -1.617 -3.591
H 5.149 0.703 -0.892
H 7.360 1.784 -0.607
H 8.016 3.672 -2.071
H 6.433 4.489 -3.798
H 4.217 3.431 -4.036
C -3.678 -0.068 -1.278
C -4.697 -0.656 -0.307
C -6.047 0.043 -0.532
C -4.405 -0.725 1.199
C -5.220 -1.640 1.869
C -5.217 -1.762 3.244
C -4.385 -0.928 3.971
C -3.529 -0.018 3.354
C -2.748 0.886 4.308
C -1.245 1.007 4.097
C -3.384 2.277 4.392
C -3.488 0.056 1.939
N -2.472 0.798 1.290
C -2.797 2.044 0.884
C -4.025 2.731 1.059
C -4.240 4.012 0.564
C -3.260 4.701 -0.136
C -2.032 4.063 -0.336
C -1.850 2.806 0.163
F -0.640 2.197 -0.085
H -3.965 -0.353 -2.296
H -2.675 -0.446 -1.115
H -3.656 1.021 -1.236
H -4.836 -1.701 -0.604
H -5.961 1.106 -0.297
H -6.835 -0.384 0.091
H -6.347 -0.045 -1.580
H -5.876 -2.270 1.275
H -5.844 -2.496 3.738
H -4.378 -0.989 5.055
H -2.887 0.418 5.289
H -0.999 1.490 3.157
H -0.734 0.044 4.112
H -0.809 1.606 4.902
H -3.230 2.832 3.467
H -2.927 2.847 5.206
H -4.460 2.216 4.574
H -4.812 2.229 1.610
H -5.203 4.482 0.739
H -3.432 5.698 -0.522
H -1.216 4.521 -0.881
S 1.904 0.525 2.508
S 1.719 -1.024 3.824
S 2.479 -2.728 2.904
S 1.932 -2.745 1.002
```

Here are the Löwdin charges for atoms 1 to 4, given in e: 0.975, 0.690, -0.673, -0.116



C16H15ClFO5PS | ωB97M-V/def2-TZVPD

Calculated values
LUMO level = -1.3 eV
Kohn-Sham gap = 0.2743 hartree
SMILES string = Cc1c(C[C@@H](C)Cl)c(S)c2c(c1P(O)O)C(=O)C(CC(=O)F)=CC2=O
HOMO level = -0.32288 Ha
Energy above the lowest of the compared OMol25 structures with the same formula, charge and spin = 0.00 kJ/mol

```
40
C16H15ClFO5PS, DFT ωB97M-V/def2-TZVPD
C 1.992 1.892 1.286
C 1.096 0.819 0.702
C 1.690 -0.418 0.347
C 3.168 -0.619 0.605
C 4.097 -0.364 -0.603
C 5.347 0.444 -0.186
Cl 4.707 -1.906 -1.323
C 0.892 -1.409 -0.217
S 1.586 -3.016 -0.569
C -0.472 -1.196 -0.437
C -1.061 0.015 -0.064
C -0.276 1.040 0.507
P -0.929 2.689 1.102
O -1.540 3.423 -0.222
O -2.212 2.149 1.988
C -2.535 0.167 -0.280
O -3.080 1.232 -0.448
C -3.350 -1.074 -0.269
C -4.793 -0.969 0.148
C -5.608 -0.078 -0.756
O -6.318 0.808 -0.421
F -5.471 -0.420 -2.060
C -2.786 -2.217 -0.642
C -1.366 -2.219 -1.079
O -1.014 -2.978 -1.947
H 2.696 2.220 0.515
H 2.571 1.519 2.126
H 1.434 2.772 1.581
H 3.309 -1.629 0.990
H 3.481 0.050 1.396
H 3.573 0.165 -1.393
H 5.361 1.426 -0.657
H 6.254 -0.075 -0.482
H 5.399 0.575 0.894
H 2.069 -2.792 -1.794
H -1.632 2.830 -0.977
H -2.848 2.872 2.056
H -4.885 -0.606 1.169
H -5.225 -1.971 0.118
H -3.322 -3.155 -0.702
```

Here are the natural (NBO) charges for atoms 1 to 4, given in e: -0.663, 0.012, 0.100, -0.489



C3H9NOS2 | ωB97M-V/def2-TZVPD

Calculated values
LUMO level = 0.5 eV
Kohn-Sham gap = 0.3450 hartree
SMILES string = C[S@](=O)(=S)CCN
HOMO level = -0.32690 Ha
Energy above the lowest of the compared OMol25 structures with the same formula, charge and spin = 195.84 kJ/mol

```
16
C3H9NOS2, DFT ωB97M-V/def2-TZVPD
C 0.227 -0.941 1.652
S -0.313 0.744 1.255
O 0.788 1.735 1.411
S -1.908 1.132 2.307
C -0.843 0.554 -0.420
C 0.278 0.482 -1.482
N 1.048 -0.782 -1.334
H 1.059 -1.212 1.009
H 0.482 -0.891 2.748
H -0.708 -1.547 1.494
H -1.462 -0.352 -0.350
H -1.647 1.341 -0.683
H 0.908 1.325 -1.317
H -0.141 0.699 -2.513
H 1.822 -0.702 -2.167
H 0.412 -1.586 -1.612
```

Here are the natural (NBO) charges for atoms 1 to 4, given in e: -0.834, 1.592, -0.924, -0.504



C28H40AsN5O5SSiW | ωB97M-V/def2-TZVPD

Calculated values
LUMO level = -0.4 eV
Kohn-Sham gap = 0.2313 hartree
HOMO level = -0.24719 Ha
Energy above the lowest of the compared OMol25 structures with the same formula, charge and spin = 216.39 kJ/mol

```
82
C28H40AsN5O5SSiW, DFT ωB97M-V/def2-TZVPD
W -0.474 -0.002 -0.171
O -6.426 -1.767 0.812
C -5.137 -1.424 0.600
C -4.192 -2.321 0.107
C -2.901 -1.881 -0.068
N -2.527 -0.632 0.218
C -3.442 0.239 0.668
C -4.756 -0.116 0.880
C -2.891 1.622 0.859
O -3.572 2.532 1.292
O -1.652 1.695 0.494
C -1.774 -2.724 -0.599
O -1.948 -3.879 -0.918
O -0.659 -2.064 -0.641
H -6.565 -2.691 0.574
H -4.426 -3.346 -0.150
H -5.453 0.626 1.243
C 3.316 0.217 -4.928
C 2.166 -0.776 -4.994
N 0.944 -0.263 -4.394
C 0.702 -0.304 -3.060
S -0.940 0.116 -2.592
N 1.704 -0.642 -2.293
N 1.402 -0.696 -0.950
C 2.207 -1.321 -0.156
C 3.475 -1.943 -0.641
C 1.765 -1.487 1.235
C 2.500 -2.144 2.143
C 2.031 -2.360 3.502
C 0.843 -1.902 3.884
C -0.044 -1.125 2.977
N 0.450 -0.988 1.547
H 4.216 -0.210 -5.373
H 3.535 0.474 -3.892
H 3.070 1.133 -5.467
H 2.442 -1.707 -4.495
H 1.933 -1.015 -6.032
H 0.135 -0.141 -4.978
H 3.790 -1.468 -1.565
H 3.297 -3.001 -0.847
H 4.268 -1.864 0.100
H 3.459 -2.553 1.865
H 2.669 -2.904 4.185
H 0.476 -2.066 4.891
H -1.059 -1.541 2.969
C -0.910 3.287 3.727
Si -0.682 1.551 4.385
C -2.330 0.834 4.939
C 0.531 1.579 5.819
C -0.047 0.393 3.074
C 0.335 0.487 1.771
H -1.372 3.916 4.491
H -1.551 3.299 2.844
H 0.052 3.737 3.478
H -2.718 1.352 5.818
H -2.239 -0.224 5.195
H -3.070 0.928 4.142
H 0.188 2.249 6.610
H 1.509 1.927 5.482
H 0.665 0.587 6.255
C 2.479 3.048 1.113
C 1.137 3.483 0.544
As 0.516 2.389 -0.946
C 2.045 2.460 -2.182
C 2.699 3.828 -2.389
C -0.916 3.472 -1.709
C -0.587 4.197 -3.005
H 2.736 3.638 1.995
H 3.287 3.176 0.391
H 2.450 2.000 1.414
H 1.166 4.525 0.212
H 0.335 3.400 1.275
H 1.723 2.046 -3.139
H 2.762 1.746 -1.774
H 2.207 4.392 -3.179
H 3.744 3.708 -2.681
H 2.689 4.446 -1.491
H -1.204 4.166 -0.918
H -1.753 2.791 -1.849
H 0.144 4.992 -2.856
H -1.487 4.657 -3.417
H -0.196 3.513 -3.760
```

Here are the Löwdin charges for atoms 1 to 4, given in e: 1.300, 0.087, -0.276, 0.084



| no. | calculated total energy (Ha) |
| --- | --- |
| 1 | -11230.5614 |
| 2 | -2294.5369 |
| 3 | -1046.0110 |
| 4 | -4731.5349 |